Molecular formula: C6H10F2NO4S2
Method: DFT, the ωB97M-V functional and the def2-TZVPD basis

```
! wB97M-V def2-TZVPD RIJCOSX def2/J DEFGRID3
* xyz -1 1
C 0.752 -0.189 1.124
C 0.925 1.128 0.377
C -0.739 -0.541 0.948
C 0.643 0.924 -1.067
C -1.274 -0.509 -0.451
C 0.100 -2.390 -3.408
N -0.700 0.428 -1.283
O 1.518 -2.368 -1.111
O -1.005 -1.942 -0.965
O -1.760 1.495 -3.520
O -3.193 0.977 -1.604
F -0.756 -3.216 -4.039
F 1.393 -2.589 -3.949
S 0.182 -2.853 -1.461
S -1.966 1.689 -2.063
H 1.406 -1.099 0.851
H 0.931 -0.205 2.151
H 0.201 1.844 0.852
H 1.913 1.469 0.579
H -1.172 -1.321 1.660
H -1.260 0.334 1.456
H 0.614 1.782 -1.698
H 1.471 0.178 -1.429
H -0.141 -1.315 -3.539
H -2.452 -0.509 -0.670
*
```

DFT total energy (Eh): -1586.43389
Gap between HOMO and LUMO (eV): 8.0
F_max (eV/A): 3.59
E_HOMO (eV): -4.792